The following is a quantum chemistry calculation of C31H26AsF6LaN2P2S as an isolated structure, from the OMol25 dataset.

Each line ends with the Mulliken charge.
CARTESIAN COORDINATES (ANGSTROEM)
La: -1.78785 -1.01947 -0.56778  1.36
C: -2.32054 -1.05338 2.95641  -0.97
P: -2.71816 0.80810 2.72284  -0.25
C: -1.34748 1.74939 3.48116  0.28
C: -0.01898 1.34251 3.55679  0.59
C: 0.94860 2.21840 4.01370  -0.49
C: 0.60117 3.50519 4.39532  -0.64
C: -0.72423 3.90749 4.35847  -0.63
C: -1.69446 3.03345 3.90295  -0.56
C: -2.27839 1.25683 0.95334  0.04
C: -3.37273 1.65092 0.15382  -0.18
C: -3.18071 2.43309 -0.97859  -0.76
C: -1.90213 2.83778 -1.34336  -0.75
C: -0.80382 2.42887 -0.59600  -0.27
C: -0.98211 1.64797 0.54099  0.26
C: -0.97955 -1.55861 2.63995  0.27
C: 0.00518 -2.11589 3.49792  -1.00
C: 1.02929 -2.56034 2.68730  -0.91
C: 0.65815 -2.25187 1.36184  -0.04
C: 1.37016 -2.49429 0.08298  -1.04
P: 1.03594 -1.00663 -0.99029  1.40
C: 1.48860 -1.51499 -2.67727  0.75
C: 2.22824 -2.65077 -2.99021  -0.54
C: 2.36942 -3.02651 -4.31488  -0.77
C: 1.79293 -2.27264 -5.32325  -0.65
C: 1.09176 -1.11682 -5.01832  -0.93
C: 0.93016 -0.74342 -3.69848  -0.11
C: 2.34010 0.14390 -0.42642  0.72
C: 2.78658 0.12315 0.89254  -0.32
C: 3.73860 1.03093 1.31922  -0.78
C: 4.23433 1.98555 0.44740  -0.65
C: 3.77449 2.02665 -0.85850  -0.73
C: 2.83494 1.11153 -1.29924  -0.88
N: -0.55516 -1.62784 1.35063  0.88
H: -3.07425 -1.54859 2.31835  0.33
H: -2.57045 -1.24013 4.00545  0.58
H: 0.25593 0.34155 3.25678  -0.08
H: 1.97871 1.89644 4.06107  0.42
H: 1.36542 4.18931 4.72890  0.41
H: -0.99781 4.90274 4.67668  0.41
H: -2.72931 3.34280 3.85921  0.43
H: -4.38074 1.40828 0.48084  0.49
H: -4.03395 2.76139 -1.55486  0.45
H: -1.75980 3.46866 -2.20704  0.41
H: 0.19436 2.75549 -0.86144  0.51
H: -0.12311 1.43962 1.17346  -0.06
H: -0.04988 -2.17349 4.56568  0.54
H: 1.93488 -3.04522 2.99043  0.62
H: 0.93529 -3.37234 -0.42810  0.09
H: 2.44245 -2.66196 0.22877  0.70
H: 2.68594 -3.24572 -2.21434  0.41
H: 2.92359 -3.91852 -4.56063  0.43
H: 1.88573 -2.58925 -6.34912  0.42
H: 0.65344 -0.51958 -5.80175  0.46
H: 0.36998 0.15358 -3.44995  0.43
H: 2.40068 -0.60768 1.58843  0.07
H: 4.10511 0.98248 2.33277  0.51
H: 4.97407 2.69372 0.78642  0.42
H: 4.16140 2.77163 -1.53546  0.45
H: 2.49473 1.13989 -2.32445  0.46
F: -3.86526 -0.75611 -1.58111  -0.55
As: -3.13070 -0.75785 -3.31328  1.94
F: -4.29644 -1.89096 -3.80548  -0.41
F: -4.05206 0.65259 -3.66346  -0.43
F: -2.26188 -0.66732 -4.78473  -0.42
F: -1.83745 0.34306 -2.46352  -0.39
F: -1.97115 -2.06942 -2.73188  -0.46
S: -0.91236 -5.25326 -0.96528  -0.42
C: -1.82718 -4.03811 -0.52257  0.70
N: -2.48024 -3.11594 -0.16775  -0.60

Forces on atoms 1 to 2 (eV/Å):
-0.2 1.2 1.3
-0.1 0.6 0.0

DFT total energy = -142964.652 eV
molar mass = 848.4 g/mol
total charge = +1
spin multiplicity = 2
energy above the lowest of the compared OMol25 structures with the same formula, charge and spin = 122.04 kJ/mol
orbital gap (spin up / spin down) = 7.73 / 5.67 eV